1.
{"formula": "C3H4O3", "method": "the ωB97M-V functional and the def2-TZVPD basis", "gap_ev": 9.88, "smiles": "O=CC(=O)CO", "e_lumo_ev": -0.474, "mol_weight_da": 88.1, "spin_multiplicity": 1, "homo_ev": -10.4, "elements": ["O", "O", "H", "C", "C", "H", "C", "O", "H", "H"], "positions_angstrom": [[-0.04, 1.59, -1.39], [-0.03, -1.04, -1.24], [-0.46, -2.27, 1.06], [-0.15, 1.04, -0.11], [-0.04, -0.47, -0.18], [0.62, 1.44, 0.57], [0.15, -1.34, 1.06], [0.98, -1.10, 1.89], [0.11, 0.85, -1.99], [-1.13, 1.29, 0.33]]}



2.
{"formula": "C5H6NO2", "method": "the ωB97M-V functional and the def2-TZVPD basis", "gap_ev": 5.18, "e_lumo_ev": 3.299, "mol_weight_da": 112.1, "total_charge": -1, "spin_multiplicity": 1, "homo_ev": -1.9, "elements": ["C", "C", "H", "O", "H", "N", "O", "H", "C", "H", "H", "H", "C", "C"], "positions_angstrom": [[0.28, -0.15, 0.69], [0.48, 0.22, 2.17], [0.09, -0.48, 3.00], [-0.52, -0.51, -4.10], [1.43, 1.70, -0.43], [-1.88, 0.89, -0.44], [0.25, -2.15, -2.56], [0.31, 1.26, 2.42], [-0.08, -1.27, -3.30], [0.60, -1.17, 0.65], [-2.53, 0.10, -0.03], [1.57, -0.13, 2.26], [0.65, 0.95, -0.22], [-0.68, 0.75, -0.09]]}



3.
{"formula": "C15H19N3O6", "method": "the ωB97M-V functional and the def2-TZVPD basis", "gap_ev": 8.22, "smiles": "N[C@@H](Cc1c[nH]c2ccccc12)C(=O)O.N[C@@H](CC(=O)O)C(=O)O", "e_lumo_ev": 0.325, "mol_weight_da": 337.3, "spin_multiplicity": 1, "homo_ev": -7.9, "elements": ["H", "O", "H", "C", "O", "C", "H", "H", "C", "H", "C", "H", "H", "C", "H", "H", "C", "H", "C", "H", "C", "H", "H", "C", "C", "H", "N", "H", "H", "C", "O", "N", "O", "N", "O", "C", "C", "H", "C", "H", "O", "C", "H"], "positions_angstrom": [[4.35, 1.16, 3.51], [4.95, -2.65, -1.38], [-3.97, 1.94, 0.00], [-1.05, 0.71, -0.98], [-5.08, 0.26, 1.87], [-1.78, -1.40, -1.13], [-0.47, 4.01, -1.17], [-1.73, -2.31, -1.52], [4.62, -1.65, -0.73], [-4.49, -1.86, -1.54], [-4.28, -0.59, 1.56], [0.69, 2.02, -1.50], [5.58, 0.55, -2.08], [-4.28, -1.12, -0.82], [6.73, -0.93, -0.76], [4.42, 0.86, -0.93], [-2.39, 0.66, -0.69], [-6.20, -2.11, 1.42], [-4.43, -1.72, 0.66], [3.24, -0.59, 0.09], [-1.06, 3.10, -1.10], [-3.59, -2.36, 0.83], [-2.95, 3.99, -0.77], [-2.86, -0.68, -0.83], [4.58, 0.51, 1.74], [-4.96, -0.36, -0.95], [-5.78, -2.30, 0.70], [5.66, -1.27, 1.64], [6.54, 0.19, 1.47], [-3.06, 1.91, -0.47], [-3.08, -0.38, 2.09], [5.36, 0.72, -1.00], [3.36, -1.26, -0.52], [-0.65, -0.60, -1.17], [3.50, 0.88, 1.35], [5.72, -0.36, 1.15], [-0.34, 1.92, -1.30], [0.31, -0.90, -1.21], [5.66, -0.54, -0.36], [-3.20, 0.58, 2.52], [4.99, 0.81, 3.01], [-2.43, 3.10, -0.78], [-6.19, -1.93, 0.08]]}



4.
{"formula": "ClNa6O4", "method": "the ωB97M-V functional and the def2-TZVPD basis", "gap_ev": 11.69, "e_lumo_ev": -20.834, "mol_weight_da": 237.4, "total_charge": 5, "spin_multiplicity": 1, "homo_ev": -32.5, "elements": ["Na", "Na", "O", "Na", "Na", "O", "O", "Na", "Cl", "Na", "O"], "positions_angstrom": [[-12.76, 10.53, 4.61], [-14.54, 14.81, 4.31], [-12.32, 14.22, 4.92], [-11.90, 14.99, 6.59], [-15.13, 11.60, 3.13], [-12.50, 13.59, 2.76], [-11.72, 12.20, 4.26], [-10.21, 11.65, 3.09], [-12.80, 13.18, 4.08], [-15.21, 11.75, 5.78], [-14.12, 12.62, 4.45]]}



5.
{"formula": "C45H37GeO5PW", "method": "the ωB97M-V functional and the def2-TZVPD basis", "gap_ev": [4.44, 3.66], "e_lumo_ev": [4.370, 4.397], "mol_weight_da": 945.2, "total_charge": -2, "spin_multiplicity": 3, "homo_ev": [-0.1, 0.7], "elements": ["C", "H", "H", "H", "C", "C", "C", "C", "H", "C", "H", "C", "C", "H", "C", "O", "C", "H", "H", "H", "H", "C", "C", "H", "H", "C", "C", "H", "H", "H", "O", "H", "H", "C", "C", "C", "H", "C", "H", "H", "H", "C", "H", "H", "O", "H", "C", "H", "H", "H", "C", "C", "C", "C", "H", "C", "H", "H", "C", "C", "H", "C", "C", "C", "C", "C", "O", "C", "P", "C", "Ge", "C", "C", "H", "C", "H", "H", "C", "C", "H", "C", "C", "H", "C", "C", "O", "W", "H", "C", "C"], "positions_angstrom": [[-1.70, 3.98, 3.14], [-4.72, 0.57, -1.92], [-2.22, 3.09, 3.49], [3.03, 1.28, 1.86], [-1.97, 5.21, 3.71], [-0.09, 4.99, 1.69], [0.14, -1.73, -2.66], [6.10, -0.04, 1.31], [1.87, -2.68, 0.23], [-3.95, 0.97, -1.26], [3.03, 1.66, -4.66], [2.88, -1.05, -1.70], [2.20, -2.23, 5.63], [4.32, -2.79, 2.17], [0.41, -5.58, 1.20], [3.69, -1.96, -1.85], [-2.71, 0.34, -1.21], [1.08, -4.80, -0.70], [-0.19, -6.04, 3.21], [5.31, 1.95, 1.21], [-2.70, 5.29, 4.51], [3.82, 0.53, 1.83], [0.98, -0.74, -3.48], [-5.18, 2.60, -0.57], [0.07, -6.52, 0.79], [3.52, -0.80, 2.10], [-1.31, 6.35, 3.26], [-1.83, -0.44, 1.70], [2.77, 1.61, -1.90], [0.52, -3.89, 4.12], [-0.07, -1.45, -1.43], [-2.02, -1.98, 3.63], [6.58, -2.13, 1.46], [3.18, -0.87, 7.37], [0.70, -4.09, 3.07], [0.98, -4.62, 0.37], [0.15, 7.12, 1.88], [5.10, 0.91, 1.44], [2.88, 0.86, 4.48], [0.65, 4.90, 0.90], [7.10, 0.25, 0.99], [0.26, 0.61, -3.52], [3.67, 1.14, 6.77], [-1.52, 7.32, 3.70], [2.42, -0.64, -0.57], [0.91, 0.95, -5.58], [-0.33, 0.97, 2.64], [-1.17, -1.31, 5.80], [3.53, -0.75, 8.38], [1.06, -1.18, -4.48], [5.82, -1.37, 1.58], [-0.28, 0.56, 5.08], [2.65, -2.08, 6.94], [-0.94, -0.72, 4.92], [2.60, -2.92, 7.63], [2.25, -1.18, 4.72], [3.13, -0.48, -3.72], [0.31, 2.37, 4.20], [-1.07, -0.39, 2.47], [2.18, 1.19, -2.71], [2.21, 3.02, -3.87], [3.25, 0.19, 6.46], [-0.37, 6.24, 2.24], [-0.06, 1.37, 4.03], [0.82, 1.50, -4.64], [0.27, -5.31, 2.55], [-0.35, -2.70, -3.25], [1.42, -3.41, 0.89], [-0.44, 2.21, 1.28], [2.38, -0.31, -2.94], [1.75, -1.29, 2.78], [-2.01, 1.95, 0.41], [0.35, -0.22, 1.94], [-0.82, 0.56, -3.45], [4.54, -1.74, 1.98], [-2.54, -0.55, -1.81], [0.17, 2.36, -4.80], [1.29, -3.12, 2.26], [-4.21, 2.11, -0.51], [-3.42, 3.49, 0.95], [2.18, 1.94, -4.04], [2.80, 0.02, 5.16], [1.81, -3.19, 5.34], [-3.23, 2.61, 0.34], [-0.75, 3.85, 2.12], [0.78, 1.27, -2.34], [0.41, 0.27, -0.24], [-0.01, 0.88, 6.08], [-1.67, 0.83, -0.39], [-1.38, -1.11, 3.71]]}



6.
{"formula": "C4H7O2Si", "method": "the ωB97M-V functional and the def2-TZVPD basis", "gap_ev": 8.13, "e_lumo_ev": 3.932, "mol_weight_da": 115.2, "total_charge": -1, "spin_multiplicity": 1, "homo_ev": -4.2, "elements": ["H", "C", "O", "H", "H", "Si", "C", "H", "C", "H", "C", "H", "O", "H"], "positions_angstrom": [[1.29, 1.65, -0.70], [-2.80, 0.32, -0.04], [-2.56, -0.96, -0.20], [-1.18, -2.33, 1.09], [0.90, -1.79, 0.39], [-0.85, -1.47, -0.02], [-0.40, 0.49, -0.04], [-1.68, 2.29, -0.22], [-1.59, 1.12, -0.20], [1.57, 0.29, 0.32], [0.95, 1.09, 0.16], [-1.10, -2.08, -1.42], [-3.90, 0.81, 0.23], [0.89, 1.75, 1.12]]}



7.
{"formula": "C19H41BeClCsFMgNO13PS2", "method": "the ωB97M-V functional and the def2-TZVPD basis", "gap_ev": 1.30, "e_lumo_ev": -4.309, "mol_weight_da": 807.3, "spin_multiplicity": 1, "homo_ev": -5.6, "elements": ["C", "C", "P", "C", "C", "H", "H", "H", "H", "H", "Be", "H", "H", "C", "C", "H", "O", "H", "O", "H", "H", "O", "H", "C", "H", "O", "H", "H", "C", "Cs", "F", "H", "C", "H", "C", "H", "H", "H", "C", "N", "Mg", "H", "C", "H", "C", "C", "O", "H", "C", "O", "H", "H", "H", "H", "H", "H", "H", "O", "O", "C", "H", "H", "H", "H", "O", "O", "C", "H", "H", "O", "O", "H", "H", "S", "Cl", "H", "C", "H", "H", "O", "S", "C"], "positions_angstrom": [[2.82, -0.01, -6.71], [2.61, -1.31, -5.97], [1.69, 0.81, 0.45], [0.10, 0.03, 2.36], [2.16, -2.55, 1.46], [-6.86, 2.68, 7.10], [-2.29, 1.43, 4.70], [-8.17, 2.19, 6.01], [3.48, -1.95, -5.99], [-5.47, 0.87, 6.65], [5.11, -3.65, 3.23], [-1.94, 2.99, 5.46], [-3.22, 2.87, 4.26], [0.33, -1.83, -10.95], [6.50, 0.24, 3.24], [3.82, 0.39, -6.52], [2.22, 1.42, -3.79], [3.31, 1.26, -0.83], [1.58, -1.17, -9.09], [7.31, -0.50, 3.13], [2.23, -3.53, 1.01], [0.45, -2.44, -2.62], [-0.64, -1.70, -11.46], [5.20, -0.40, 2.51], [0.45, -2.90, -10.76], [3.26, 1.06, 0.12], [7.86, -4.38, 1.73], [1.04, -2.06, -3.29], [-4.87, 1.12, 5.77], [-2.36, -0.19, 7.63], [7.19, -4.49, 4.61], [0.17, 1.08, -9.07], [-5.77, 1.66, 4.67], [-3.20, 1.58, 7.03], [1.82, -1.42, 1.68], [0.19, 2.34, 0.28], [-4.44, 0.17, 5.43], [6.27, 0.17, 4.33], [-2.07, -0.87, 2.22], [1.52, -0.07, 1.98], [5.03, 1.64, 4.96], [7.94, -5.89, 1.71], [0.37, -1.02, -9.64], [1.11, -1.53, -11.65], [-3.73, 2.05, 6.21], [-6.45, 3.00, 4.98], [1.03, 2.28, 0.77], [-4.14, 2.99, 6.60], [-2.94, 0.00, 1.24], [-0.69, -0.93, 1.80], [-2.47, -1.90, 2.10], [-5.70, 3.78, 5.15], [-0.80, 0.63, -10.47], [-2.38, 0.85, 0.82], [-3.81, -1.89, 0.44], [-4.45, -0.41, -0.31], [-5.19, 1.77, 3.74], [4.93, -1.60, 3.02], [8.46, -5.11, 1.53], [-3.52, -0.88, 0.07], [5.43, -0.34, 1.44], [0.95, 0.85, -10.64], [-6.54, 0.92, 4.45], [4.40, 0.37, 2.62], [6.73, 1.44, 2.76], [2.31, -0.90, -4.62], [-2.74, 2.35, 5.09], [-2.21, -0.61, 3.27], [-3.84, 0.35, 1.80], [1.86, 0.90, -6.17], [0.14, 0.26, -4.54], [2.68, -0.14, -7.79], [-7.88, 3.90, 6.33], [0.88, -0.06, -1.05], [-2.40, -1.02, -1.32], [1.74, -1.85, -6.35], [0.17, 0.47, -9.98], [-0.53, -1.33, -9.07], [-7.02, 3.31, 4.10], [-0.24, 0.94, 3.07], [1.53, 0.51, -4.65], [-7.39, 2.93, 6.18]]}